No. 1
Molecular formula: C3H9NO
Method: DFT, ωB97M-V/def2-TZVPD

Geometry (Å):
C -1.2019 -0.6826 0.2799
C -0.9611 0.6031 0.0380
C -0.2311 1.4632 1.0823
N -0.7692 2.7976 1.4375
H -1.5081 -1.4755 -0.3831
H -1.1452 -0.9255 1.3472
H -1.3476 1.0589 -0.8684
H -0.1961 0.7048 1.8598
H 0.7673 1.7284 0.7153
H -1.7643 2.8621 1.2042
H -0.8275 2.7956 2.4576
O 2.6307 -3.3543 -2.4957
H 3.1632 -3.7877 -1.8515
H 1.9577 -4.0255 -2.6860

Atoms 1-2, force components in eV/Å:
0.0 0.4 1.3
-0.4 0.8 -0.3

Summary:
Calculated total energy, eV: -6792.954
Structure (SMILES): C=CCN.O
Relative energy (zero: lowest compared OMol25 entry of this formula, charge and spin), kJ/mol: 202.8
F_max, eV/A: 1.585
Lowest unoccupied orbital energy, eV: 0.91
Molar mass, g/mol: 75.1
Net charge: 0
HOMO energy, eV: -9.7
HOMO-LUMO gap, eV: 10.56
Multiplicity: 1

No. 2
Molecular formula: CH6N2S
Method: DFT, ωB97M-V/def2-TZVPD

Geometry (Å):
S 0.4701 -2.6460 0.6375
H -0.7378 -3.1935 0.8095
N -0.0324 0.1879 0.8760
C -0.2642 0.5040 -0.3267
N 0.0845 1.7268 -0.8621
H 0.2285 0.9805 1.4469
H 0.0511 -1.1737 0.9274
H -0.6822 -0.2161 -1.0155
H -0.1647 1.8557 -1.8288
H 1.0471 1.9744 -0.6641

Atoms 1-2, force components in eV/Å:
-0.2 0.4 0.0
-0.1 0.0 0.0

Summary:
Calculated total energy, eV: -14948.841
Relative energy (zero: lowest compared OMol25 entry of this formula, charge and spin), kJ/mol: 72.0
F_max, eV/A: 1.465
Lowest unoccupied orbital energy, eV: 0.52
Molar mass, g/mol: 78.1
Net charge: 0
HOMO energy, eV: -8.0
HOMO-LUMO gap, eV: 8.54
Multiplicity: 1

No. 3
Molecular formula: C56H67AsBrFNO17
Method: DFT, ωB97M-V/def2-TZVPD

Geometry (Å):
C 8.7258 -0.1584 1.1720
C 8.6642 0.9391 0.1209
O 7.3158 1.3359 -0.0306
C 7.0926 2.2863 -1.0626
C 6.1346 3.3550 -0.5421
O 5.2694 3.7900 -1.5764
C 3.9065 3.9039 -1.1514
C 3.2590 2.5327 -0.9229
O 2.0507 2.3601 -1.6347
C 0.9472 3.0963 -1.1023
As 0.0947 2.2537 0.5509
Br -1.0321 0.9988 2.5446
C -0.5042 0.6813 -0.5505
C -1.9658 0.3676 -0.7991
C -2.0782 -0.9694 -1.5622
C -1.7951 -2.2060 -0.7048
C -2.6116 -2.2858 0.5853
C -4.1263 -2.1487 0.3844
O -4.6740 -0.9280 0.8395
C -4.6870 -0.7824 2.2389
C -1.6074 3.4246 0.1221
C -2.7562 3.4092 1.0323
O -3.7505 2.7235 0.9176
N -2.6438 4.3803 2.1202
C -3.4400 5.5415 1.7115
C -3.1795 3.8366 3.3655
C 0.7585 3.7369 1.8343
C 1.0742 3.3211 3.2499
F 1.9591 4.2506 1.2768
H 8.7386 -1.1555 0.7297
H 7.8907 -0.0698 1.8660
H 9.6458 -0.0624 1.7553
H 9.2721 1.8001 0.4303
H 9.0611 0.5707 -0.8339
H 6.6621 1.7980 -1.9415
H 8.0517 2.7262 -1.3626
H 6.7169 4.2094 -0.1698
H 5.5963 2.9435 0.3152
H 3.3847 4.3792 -1.9848
H 3.8564 4.5278 -0.2565
H 3.9568 1.7828 -1.3106
H 3.1225 2.3222 0.1390
H 1.1764 4.1588 -0.9763
H 0.1739 3.0403 -1.8744
H 1.3641 1.4649 0.9055
H -0.0081 0.7466 -1.5249
H -0.0455 -0.1640 -0.0264
H -2.4383 1.1292 -1.4241
H -2.5450 0.3102 0.1210
H -3.0564 -1.0209 -2.0470
H -1.3158 -0.9052 -2.3453
H -1.9747 -3.1044 -1.3106
H -0.7278 -2.2280 -0.4599
H -2.2793 -1.4632 1.2277
H -2.3819 -3.2027 1.1368
H -4.3587 -2.1758 -0.6835
H -4.6453 -2.9944 0.8593
H -4.8852 0.2679 2.4518
H -3.7254 -1.0392 2.6919
H -5.4811 -1.3977 2.6881
H -1.9349 3.2286 -0.9013
H -1.1899 4.4349 0.1512
H -3.1554 6.4075 2.3121
H -3.2856 5.7496 0.6513
H -4.5151 5.3588 1.8536
H -2.4822 3.1146 3.7908
H -4.1626 3.3753 3.2242
H -3.2889 4.6602 4.0783
H 0.0465 4.5647 1.8741
H 1.5431 2.3361 3.2959
H 0.1889 3.3672 3.8795
H 1.7958 4.0477 3.6450
C 2.0484 -2.3820 3.6004
C 2.0513 -1.3153 2.8055
C 3.2434 -0.4305 2.7186
O 3.2355 0.5334 1.9917
C 4.4242 -0.7704 3.5571
C 4.4140 -1.8388 4.3485
C 3.2257 -2.7267 4.4266
O 3.2319 -3.7103 5.1440
H 1.1904 -3.0372 3.6825
H 1.2025 -1.0277 2.1951
H 5.2755 -0.1060 3.4744
H 5.2582 -2.1182 4.9666
C -7.2408 -4.6464 1.0581
C -8.5375 -4.5380 1.3336
C -9.1328 -5.2149 2.5120
O -10.3164 -5.1277 2.7618
C -8.2248 -6.0097 3.3799
C -6.9283 -6.1175 3.1055
C -6.3337 -5.4485 1.9181
O -5.1553 -5.5548 1.6626
H -6.7852 -4.1590 0.2050
H -9.2118 -3.9582 0.7176
H -8.6830 -6.4893 4.2356
H -6.2460 -6.6921 3.7190
C -8.7735 -4.1106 -3.2610
C -9.1789 -4.8974 -4.2536
C -10.6072 -5.2765 -4.4024
O -10.9780 -5.9946 -5.3050
C -11.5668 -4.7427 -3.4013
C -11.1627 -3.9560 -2.4085
C -9.7339 -3.5783 -2.2611
O -9.3632 -2.8630 -1.3563
H -7.7391 -3.8187 -3.1298
H -8.4999 -5.2980 -4.9953
H -12.6012 -5.0339 -3.5320
H -11.8403 -3.5556 -1.6651
C 1.3684 0.2816 -3.8657
C 2.6519 0.5783 -4.0499
C 3.4921 -0.2006 -4.9912
O 4.6637 0.0595 -5.1684
C 2.8485 -1.3286 -5.7179
C 1.5674 -1.6303 -5.5311
C 0.7235 -0.8446 -4.5929
O -0.4428 -1.1187 -4.4117
H 0.7427 0.8314 -3.1740
H 3.1391 1.3888 -3.5219
H 3.4863 -1.8814 -6.3964
H 1.0770 -2.4487 -6.0434
C 5.4572 9.2814 -2.8847
C 5.3440 9.5548 -1.5890
C 5.4566 8.4842 -0.5634
O 5.3572 8.7422 0.6164
C 5.6976 7.1009 -1.0420
C 5.8150 6.8238 -2.3382
C 5.7042 7.8945 -3.3609
O 5.8128 7.6568 -4.5446
H 5.3790 10.0414 -3.6519
H 5.1666 10.5552 -1.2149
H 5.7688 6.3375 -0.2782
H 5.9841 5.8165 -2.6974
C 3.0148 -6.0971 -0.1814
C 3.6802 -7.2138 0.0982
C 3.9697 -7.6089 1.5009
O 4.5778 -8.6282 1.7505
C 3.4881 -6.7101 2.5787
C 2.8235 -5.5916 2.3014
C 2.5310 -5.1968 0.8990
O 1.9213 -4.1840 0.6410
H 2.7906 -5.7864 -1.1940
H 4.0418 -7.8863 -0.6693
H 3.7106 -7.0151 3.5933
H 2.4674 -4.9329 3.0799

Atoms 1-2, force components in eV/Å:
0.4 0.0 0.1
-0.1 -0.1 0.0

Summary:
Calculated total energy, eV: -229045.639
F_max, eV/A: 1.771
Lowest unoccupied orbital energy, eV: -0.46
Molar mass, g/mol: 1200.0
Net charge: -1
HOMO energy, eV: -4.7
HOMO-LUMO gap, eV: 4.24
Multiplicity: 1

No. 4
Molecular formula: C2H3N3O3
Method: DFT, ωB97M-V/def2-TZVPD

Geometry (Å):
H 0.7598 2.1402 -0.1388
N -0.2034 1.8817 -0.1045
C -0.2954 0.6241 -0.2707
C -1.5570 -0.1121 -0.1890
O -2.6537 0.3086 -0.0757
O -1.1409 -1.4025 -0.1522
N 0.2533 -1.5561 -0.1786
N 0.7538 -0.2959 -0.6267
O 1.9452 0.0774 -0.0498
H 0.4251 -1.6308 0.8805
H 1.7132 -0.0347 0.9055

Atoms 1-2, force components in eV/Å:
1.1 0.5 -0.2
-0.8 -1.6 0.3

Summary:
Calculated total energy, eV: -12730.452
Structure (SMILES): [H]/N=c1/c(=O)o[nH]n1O
Relative energy (zero: lowest compared OMol25 entry of this formula, charge and spin), kJ/mol: 338.2
F_max, eV/A: 2.887
Lowest unoccupied orbital energy, eV: -0.55
Molar mass, g/mol: 117.1
Net charge: 0
HOMO energy, eV: -10.1
HOMO-LUMO gap, eV: 9.59
Multiplicity: 1

No. 5
Molecular formula: C30H47Cl2N4O7RuSSi
Method: DFT, ωB97M-V/def2-TZVPD

Geometry (Å):
C 4.1090 3.2092 -2.7190
C 3.5972 2.9071 -1.3400
H 3.9738 4.2776 -2.9659
H 3.6012 2.6004 -3.4835
H 5.1982 3.0049 -2.7893
C 4.2101 3.4235 -0.2562
C 5.3457 4.3800 -0.3427
H 4.0196 3.0491 0.7507
H 5.0715 5.3578 -0.7738
H 6.1697 3.9367 -0.9214
H 5.7216 4.5569 0.6720
Ru -1.6096 -1.3894 -2.7291
Cl -3.1092 -1.3010 -4.4001
C -0.7142 -0.7421 2.8017
O -1.4494 0.2463 2.7362
N -0.8439 -1.7546 3.6843
C -2.0771 -1.9227 4.4113
C 0.2404 -2.6612 3.9953
H 0.1484 -0.8611 2.1139
H -2.7365 -1.0853 4.1793
H -1.8698 -1.9562 5.4860
H -2.5528 -2.8696 4.1289
H 1.1318 -2.3561 3.4413
H -0.0358 -3.6851 3.7234
H 0.4517 -2.6251 5.0709
H -4.4620 -2.1749 1.4024
H -4.9867 -4.3233 -0.9889
C -5.0099 -1.6934 0.5731
C -5.3886 -3.3510 -1.2899
N -4.5972 -2.2670 -0.7148
H -4.7966 -0.6135 0.5828
C -3.4140 -1.9409 -1.2345
O -2.7561 -0.9057 -0.9636
H -5.3628 -3.2860 -2.3806
H -3.0234 -2.6277 -2.0559
H -6.0879 -1.8737 0.6967
H -6.4238 -3.2794 -0.9522
H 0.7983 4.5119 -0.5058
H 1.1364 4.1485 2.7130
C -0.0451 4.6834 0.1898
C 0.0602 4.0108 2.5547
N -0.1962 3.6025 1.1758
H -0.9777 4.8788 -0.3517
C -0.3927 2.3232 0.9092
O -0.7606 1.8517 -0.2192
H -0.3171 3.2412 3.2293
H -0.3711 1.6603 1.7901
H 0.2129 5.5831 0.7586
H -0.4580 4.9550 2.7239
O 1.2161 2.5712 -1.4792
C 2.4522 1.9265 -1.2476
C 2.2210 1.8400 1.2573
C 2.4586 1.1756 0.0598
H 2.0203 2.9099 1.2217
C 2.4360 1.1801 2.4738
H 2.6133 1.2045 -2.0488
C 2.8766 -0.1492 0.0395
H 2.2873 1.7292 3.4152
C 2.8750 -0.1472 2.4610
C 3.1197 -0.8006 1.2427
H 3.0592 -0.6088 -0.9350
H 3.0799 -0.6604 3.4162
H 3.5261 -1.8178 1.2240
Si -0.3194 2.5097 -1.8521
Cl 0.1038 -2.3440 -3.4141
C -2.0763 3.4646 -1.8146
C -1.0120 1.1286 -2.9940
C -0.0273 3.8757 -3.2857
H -2.6324 3.1530 -0.9262
H -2.6827 3.1717 -2.6767
H -2.0428 4.5570 -1.8558
H 0.0864 4.8693 -2.8294
H -0.8324 3.9322 -4.0316
H 0.9056 3.6475 -3.8191
H -1.6994 0.4135 -2.3977
H -0.2956 0.5785 -3.6182
H -1.6956 1.5940 -3.7093
O -3.0658 -4.6112 0.4532
S -1.8065 -4.3984 1.1449
O -1.7154 -4.8949 2.5067
N -1.2461 -2.8833 1.0189
C -0.1610 -2.7316 0.2084
O 0.3168 -1.6331 -0.1714
C 0.3514 -4.0815 -0.2087
C 1.4462 -4.3823 -1.0200
C 1.5936 -5.6782 -1.5175
C 0.6556 -6.6709 -1.1848
C -0.4199 -6.3901 -0.3217
C -0.5206 -5.0864 0.1600
H 2.1470 -3.5911 -1.2642
H 2.4349 -5.9189 -2.1692
H 0.7659 -7.6751 -1.5851
H -1.1691 -7.1313 -0.0425

Atoms 1-2, force components in eV/Å:
0.1 0.4 -0.4
0.4 0.4 0.9

Summary:
Calculated total energy, eV: -98500.844
<S²>: 8.7668
Relative energy (zero: lowest compared OMol25 entry of this formula, charge and spin), kJ/mol: 147.2
F_max, eV/A: 4.570
Lowest unoccupied orbital energy (spin up / spin down), eV: -0.07 / -3.82
Molar mass, g/mol: 807.9
Net charge: 0
HOMO energy (spin up / spin down), eV: -6.6 / -7.2
HOMO-LUMO gap (spin up / spin down), eV: 6.51 / 3.41
Multiplicity: 6

No. 6
Molecular formula: C45H64ClGe2MoN3O4P2
Method: DFT, ωB97M-V/def2-TZVPD

Geometry (Å):
Mo 0.2027 0.1938 0.5207
N 2.2988 -0.5281 -0.0531
C 2.3772 -1.9819 -0.3284
C 1.0574 -2.4128 -0.9154
N -0.0077 -2.0005 0.0370
C -0.0723 -2.8922 1.2384
C 0.3624 -2.1379 2.4756
N -0.3487 -0.8370 2.4573
H 3.0592 -0.2770 0.5720
H 2.4753 -0.0321 -0.9383
H 3.2028 -2.2052 -1.0041
H 2.5777 -2.5062 0.6077
H 0.8672 -1.9113 -1.8610
H 1.0210 -3.4913 -1.0786
H -0.8945 -2.0881 -0.4564
H -1.1020 -3.2278 1.3602
H 0.5461 -3.7750 1.0793
H 0.1236 -2.7082 3.3741
H 1.4348 -1.9375 2.4728
H -1.3501 -1.0352 2.5063
H -0.1365 -0.3000 3.2988
Cl -0.5725 2.6341 0.4758
C 0.6149 3.7563 1.1438
C 0.3736 5.1063 0.9926
C 1.2869 5.9932 1.5453
C 2.3910 5.5256 2.2467
C 2.5841 4.1654 2.4152
C 1.6923 3.2518 1.8454
P 1.7359 1.4984 2.2533
C 1.1476 1.4663 3.9650
C 1.9689 1.2106 5.0628
C 1.4502 1.3060 6.3473
C 0.1250 1.6637 6.5436
C -0.6899 1.9448 5.4526
C -0.1832 1.8507 4.1686
C 3.4573 0.9654 2.2244
C 3.8264 -0.2309 2.8521
C 5.1165 -0.7189 2.7179
C 6.0457 -0.0289 1.9474
C 5.6812 1.1467 1.3060
C 4.3907 1.6423 1.4341
H -0.5035 5.4613 0.4701
H 1.1260 7.0572 1.4345
H 3.0906 6.2258 2.6819
H 3.4205 3.8084 3.0030
H 3.0155 0.9716 4.9341
H 2.0916 1.1143 7.1968
H -0.2696 1.7414 7.5478
H -1.7147 2.2546 5.6073
H -0.8172 2.1020 3.3256
H 3.1178 -0.7753 3.4654
H 5.4022 -1.6319 3.2232
H 7.0542 -0.4080 1.8508
H 6.4033 1.6848 0.7066
H 4.1172 2.5519 0.9152
C -2.3767 -1.3070 -3.0984
Ge -3.2532 0.1424 -2.1553
C -2.8517 1.9166 -2.8223
C -5.1269 -0.1595 -1.6915
Ge -2.6418 0.1416 0.4115
C -3.4741 1.6029 1.3962
C -4.1511 2.6219 0.7263
C -4.7469 3.6610 1.4279
C -4.6573 3.7083 2.8109
C -3.9801 2.7056 3.4932
C -3.3950 1.6625 2.7914
C -3.3665 -1.5163 1.1460
C -3.9952 -1.5904 2.3951
C -4.5380 -2.7854 2.8489
C -4.4862 -3.9227 2.0552
C -3.8956 -3.8646 0.7969
C -3.3370 -2.6765 0.3571
H -2.7768 -1.3005 -4.1161
H -2.5839 -2.2908 -2.6811
H -1.3130 -1.1072 -3.1837
H -3.3723 2.0067 -3.7805
H -1.7903 2.0221 -3.0155
H -3.2060 2.7112 -2.1692
H -5.6808 -0.1154 -2.6343
H -5.5177 0.6136 -1.0328
H -5.2834 -1.1381 -1.2424
H -4.2422 2.6063 -0.3533
H -5.2895 4.4289 0.8926
H -5.1271 4.5150 3.3575
H -3.9337 2.7291 4.5744
H -2.8924 0.8783 3.3506
H -4.1015 -0.7037 3.0093
H -5.0241 -2.8221 3.8148
H -4.9255 -4.8478 2.4038
H -3.8867 -4.7398 0.1602
H -2.9166 -2.6460 -0.6441
C 3.2855 1.1204 -4.9000
C 3.3380 0.3183 -3.6155
C 2.9919 -1.1350 -3.8883
C 4.6881 0.4591 -2.9376
O 2.3853 0.8864 -2.5889
P 0.8109 1.1380 -2.7340
O 0.2149 0.5967 -3.9562
O 0.2270 0.4801 -1.4187
O 0.5634 2.6518 -2.4035
C 0.7247 3.8797 -3.2388
C 0.5174 3.5906 -4.7125
C 2.1039 4.4331 -2.9297
C -0.3636 4.8072 -2.7324
H 4.0518 0.7423 -5.5777
H 3.4962 2.1735 -4.7220
H 2.3215 1.0041 -5.3890
H 3.6910 -1.5310 -4.6251
H 1.9847 -1.2253 -4.2919
H 3.0939 -1.7468 -2.9918
H 5.4690 0.0636 -3.5863
H 4.7196 -0.1005 -1.9993
H 4.9096 1.5066 -2.7323
H 1.2859 2.9435 -5.1189
H 0.5540 4.5355 -5.2550
H -0.4533 3.1289 -4.8916
H 2.8849 3.7314 -3.2180
H 2.1976 4.6423 -1.8618
H 2.2611 5.3626 -3.4768
H -1.3507 4.3736 -2.8967
H -0.3136 5.7569 -3.2648
H -0.2238 5.0046 -1.6719

Atoms 1-2, force components in eV/Å:
0.6 0.1 0.0
0.0 -0.2 0.0

Summary:
Calculated total energy, eV: -206333.627
<S²>: 3.8015
Relative energy (zero: lowest compared OMol25 entry of this formula, charge and spin), kJ/mol: 161.6
F_max, eV/A: 0.783
Lowest unoccupied orbital energy (spin up / spin down), eV: -8.75 / -10.07
Molar mass, g/mol: 1049.6
Net charge: +3
HOMO energy (spin up / spin down), eV: -15.6 / -16.1
HOMO-LUMO gap (spin up / spin down), eV: 6.86 / 5.99
Multiplicity: 4

No. 7
Molecular formula: C9H10ClZr
Method: DFT, ωB97M-V/def2-TZVPD

Geometry (Å):
C -3.0155 -0.3387 1.4880
C -1.5155 -0.1621 0.9212
C -1.2951 0.9730 -0.1097
C 0.1517 1.1492 -0.6934
C 1.2708 0.1832 -0.2307
C 2.7900 0.2842 -0.8081
C 2.6944 1.0707 -2.1950
Cl 4.0665 2.2112 -2.4478
C 1.0234 -0.9449 0.8270
C -0.4123 -1.1297 1.4370
H -3.6645 0.5403 1.1571
H -2.9750 -0.4676 2.6348
H -3.4471 -1.3172 0.9871
H -2.1034 1.6939 -0.4671
H 0.2933 2.0020 -1.4341
H 3.4974 0.7459 -0.0426
H 3.0925 -0.8026 -1.0739
H 2.7306 0.2934 -3.0568
H 1.8455 -1.6447 1.2045
H -0.6199 -1.9549 2.2133
Zr -4.4078 -2.3847 -0.3108

Atoms 1-2, force components in eV/Å:
2.1 1.7 -0.1
1.0 0.1 -1.0

Summary:
Calculated total energy, eV: -23253.649
F_max, eV/A: 7.777
Lowest unoccupied orbital energy, eV: -13.51
Molar mass, g/mol: 244.9
Net charge: +3
HOMO energy, eV: -18.4
HOMO-LUMO gap, eV: 4.84
Multiplicity: 1

No. 8
Molecular formula: C5H6BrN2O
Method: DFT, ωB97M-V/def2-TZVPD

Geometry (Å):
C -1.2400 -0.1726 1.3511
C -1.2475 -0.0668 -0.1814
O -2.0993 0.0430 -1.0143
C 0.1825 0.0845 -0.5768
C 0.4200 0.4524 -1.8561
N 1.8189 0.4964 -2.0354
C 2.3861 0.3361 -0.8604
Br 4.1675 0.2703 -0.3447
N 1.4061 0.0258 0.0692
H -0.7297 0.7704 1.7853
H -0.8438 -1.1487 1.4810
H -2.1983 -0.2234 1.6996
H -0.1497 0.6787 -2.7337
H 2.4197 0.8357 -2.7713
H 1.4611 -0.0484 1.0770

Atoms 1-2, force components in eV/Å:
0.5 1.8 -1.8
0.8 1.0 2.1

Summary:
Calculated total energy, eV: -80344.806
Structure (SMILES): CC(=O)c1c[nH]c(Br)[nH+]1
Relative energy (zero: lowest compared OMol25 entry of this formula, charge and spin), kJ/mol: 0.0
F_max, eV/A: 3.521
Lowest unoccupied orbital energy, eV: -4.17
Molar mass, g/mol: 190.0
Net charge: +1
HOMO energy, eV: -14.3
HOMO-LUMO gap, eV: 10.08
Multiplicity: 1